1.
Entry from the OMol25 dataset: 2 unconnected molecules or ions with the total composition C6H12O at a distorted geometry (wB97M-V/def2-TZVPD).

Its net charge is 0. As for the energy relative to the best compared isomer or geometry (same formula, charge and spin): 54.93 kcal per mole. For the HOMO-LUMO gap, the calculation gives 9.6 eV. The total energy is -8461.972 eV.

Each atom is followed by the atoms it is bonded to, with distances in Å.
Geometry (Å):
1 O -2.619 -0.269 0.907  H9 0.966, H11 0.972
2 C 1.137 0.609 -1.745  C3 1.530, C5 1.458, H8 1.108, H10 1.124
3 C 0.000 1.447 -2.336  C2 1.530, H15 1.151, H17 1.088, H19 1.090
4 C 0.184 -1.070 2.844  C6 1.357, H12 1.076, H16 1.086
5 C 0.631 -0.316 -0.739  C2 1.458, C7 1.339, H13 1.094
6 C -0.001 -1.235 1.510  C4 1.357, C7 1.483, H14 1.107
7 C 0.800 -0.395 0.588  C5 1.339, C6 1.483, H18 1.107
8 H 1.852 0.124 -2.438  C2 1.108
9 H -2.237 -0.683 1.691  O1 0.966
10 H 1.797 1.427 -1.345  C2 1.124
11 H -1.869 0.331 0.757  O1 0.972
12 H -0.446 -1.570 3.560  C4 1.076
13 H -0.183 -0.972 -1.063  C5 1.094
14 H -0.551 -2.057 1.013  C6 1.107
15 H -0.314 2.231 -1.554  C3 1.151
16 H 1.155 -0.676 3.128  C4 1.086
17 H -0.850 0.794 -2.519  C3 1.088
18 H 1.297 0.462 1.080  C7 1.107
19 H 0.215 1.821 -3.337  C3 1.090

2.
Entry from the OMol25 dataset: a single C6H12O molecule (wB97M-V/def2-TZVPD).

Its net charge is 0. As for the energy relative to the best compared isomer or geometry (same formula, charge and spin): 35.79 kcal per mole. For the HOMO-LUMO gap, the calculation gives 11.3 eV. The total energy is -8462.802 eV.

Each atom is followed by the atoms it is bonded to, with distances in Å.
Geometry (Å):
1 O -0.756 2.183 -0.089  C3 1.416, C6 1.426
2 C 0.638 0.110 -0.450  C5 1.544, C6 1.533, C7 1.539, H12 1.098
3 C -1.114 1.416 1.046  O1 1.416, C6 1.465, H15 1.089, H19 1.089
4 C 0.046 -1.798 1.196  C7 1.529, H13 1.096, H16 1.097, H17 1.096
5 C 0.576 0.544 -1.931  C2 1.544, H9 1.092, H11 1.093, H14 1.095
6 C 0.214 1.283 0.441  O1 1.426, C2 1.533, C3 1.465, H18 1.092
7 C -0.137 -1.196 -0.198  C2 1.539, C4 1.529, H8 1.098, H10 1.098
8 H 0.197 -1.931 -0.944  C7 1.098
9 H 0.147 1.545 -2.014  C5 1.092
10 H -1.204 -1.035 -0.399  C7 1.098
11 H 1.566 0.553 -2.393  C5 1.093
12 H 1.682 -0.104 -0.189  C2 1.098
13 H -0.295 -1.120 1.987  C4 1.096
14 H -0.065 -0.129 -2.511  C5 1.095
15 H -1.865 0.650 0.860  C3 1.089
16 H 1.101 -2.028 1.391  C4 1.097
17 H -0.520 -2.731 1.298  C4 1.096
18 H 1.035 1.812 0.930  C6 1.092
19 H -1.248 1.977 1.970  C3 1.089